(1)
The following is a quantum chemistry calculation of a molecular structure, C35H51CdN8O2SbSi3 in a non-equilibrium geometry, from the OMol25 dataset.

Computed properties:
relative energy (zero: lowest compared OMol25 entry of this formula, charge and spin): 0.0 kcal per mole
LUMO: -4.952 eV
HOMO-LUMO gap: 6.38 eV
charge: +2

Element x y z (Å)
Cd 13.18 12.58 12.88
C 21.96 12.92 23.67
O 22.35 13.16 22.34
C 21.45 13.17 21.36
C 20.07 13.05 21.56
C 19.23 13.11 20.50
C 19.67 13.17 19.21
C 21.04 13.21 18.95
C 21.93 13.28 20.04
C 18.69 13.08 18.16
N 17.37 12.92 18.39
C 16.81 12.93 17.16
C 17.79 13.11 16.14
N 18.94 13.20 16.82
C 17.49 13.18 14.75
C 18.46 13.19 13.72
C 18.02 13.13 12.39
C 16.66 12.93 12.17
N 15.72 12.88 13.14
C 16.12 12.98 14.40
C 15.09 12.96 15.42
N 13.80 12.85 15.07
C 12.87 12.72 15.96
C 13.08 12.68 17.33
C 14.40 12.73 17.72
C 15.42 12.93 16.78
H 22.88 12.60 24.17
H 21.23 12.12 23.69
H 21.60 13.87 24.06
H 19.62 12.91 22.54
H 18.18 12.99 20.74
H 21.37 13.21 17.89
H 22.99 13.31 19.90
H 19.87 13.18 16.43
H 19.52 13.19 14.00
H 18.70 13.05 11.52
H 16.28 12.80 11.20
H 11.85 12.58 15.51
H 12.27 12.31 17.94
H 14.70 12.64 18.74
C 8.64 13.75 12.89
C 9.98 14.19 13.37
N 10.13 15.39 13.93
O 10.94 13.42 13.36
H 8.13 14.54 12.38
H 8.02 13.44 13.75
H 8.81 12.92 12.24
H 9.41 16.06 14.11
H 11.02 15.65 14.31
N 12.34 16.52 8.97
C 12.81 16.24 10.21
C 12.92 14.89 10.72
N 13.54 14.65 11.87
C 13.99 15.69 12.62
C 13.77 16.96 12.15
N 13.17 17.26 10.99
H 12.53 15.84 8.21
H 12.57 17.46 8.65
H 12.57 14.05 10.16
H 14.57 15.47 13.51
H 14.08 17.77 12.77
C 9.63 9.91 10.51
Si 10.46 9.19 12.00
C 10.62 7.34 12.03
C 9.79 9.89 13.60
Sb 12.92 10.01 11.87
Si 13.98 9.60 9.47
C 15.79 9.80 9.69
C 13.54 7.90 8.97
C 13.41 10.95 8.30
Si 14.19 8.56 13.65
C 12.99 8.19 15.02
C 14.71 7.10 12.63
C 15.71 9.36 14.23
H 8.56 9.65 10.45
H 10.09 9.62 9.59
H 9.79 10.99 10.54
H 9.62 6.87 12.22
H 11.30 7.07 12.82
H 11.03 7.04 11.06
H 8.69 9.91 13.59
H 10.13 10.88 13.77
H 10.15 9.30 14.47
H 16.28 9.16 10.44
H 16.03 10.86 9.90
H 16.25 9.56 8.69
H 13.72 7.06 9.65
H 14.13 7.66 8.10
H 12.53 7.94 8.71
H 13.51 11.93 8.77
H 12.37 10.81 8.05
H 13.96 10.82 7.39
H 12.27 7.38 14.64
H 12.43 9.07 15.38
H 13.54 7.69 15.83
H 13.90 6.49 12.10
H 15.30 6.48 13.32
H 15.38 7.40 11.83
H 15.66 10.20 14.89
H 16.13 9.83 13.35
H 16.38 8.62 14.72

---

(2)
The following is a quantum chemistry calculation of 2 unconnected molecules or ions with the total composition C4H6NO2 in a non-equilibrium geometry, from the OMol25 dataset.

Computed properties:
relative energy (zero: lowest compared OMol25 entry of this formula, charge and spin): 56.4 kcal per mole
LUMO: -4.783 eV
HOMO-LUMO gap: 9.12 eV
charge: +1

Element x y z (Å)
C 0.97 -0.28 -2.30
C 0.09 1.16 -0.03
C -1.99 -1.60 0.54
C 1.18 1.02 0.93
N 0.51 0.31 -1.45
O -0.96 -1.47 0.00
O -0.85 1.83 -0.13
H 1.63 -0.86 -2.98
H -2.08 -2.03 1.59
H -2.99 -1.32 0.04
H 0.80 0.82 1.93
H 1.61 2.05 1.20
H 2.06 0.38 0.65

---

no.,energy (Eh)
1,-3229.03354
2,-360.88404